(1)
An isolated ion of composition C5H5ClN and charge +1 in a non-equilibrium geometry, computed with the ωB97M-V functional and the def2-TZVPD basis.

Last column: natural (NBO) charge in e.
Cartesian coordinates (Å):
C 1.2752 0.8117 -1.1822  0.5122
C -0.2344 -1.1678 0.2467  0.1186
C 0.9845 -1.4246 -0.1592  0.1516
C -0.9732 0.1213 -0.1554  -0.5828
C -0.3064 1.3931 0.2722  -0.2574
N 1.4449 -0.3203 -0.8990  -0.5236
Cl 0.6914 1.6028 1.5530  0.1556
H -0.6713 -1.6465 1.1531  0.2694
H 1.7506 -2.1670 0.0815  0.2869
H -1.3239 0.1789 -1.2226  0.3075
H -1.9155 0.1769 0.4085  0.2777
H -0.7219 2.4414 -0.0967  0.2842

Multiplicity   3
Highest occupied orbital energy (spin up / spin down)   -12.406 / -15.733 eV
Frontier orbital gap (spin up / spin down)   6.76 / 6.06 eV
Max |F|   6.66 eV Å⁻¹
Calculated total energy   -19263.9144 eV
⟨S²⟩   2.01
Net charge   +1

---

(2)
One molecule with the formula C5H5ClN2O2 in a non-equilibrium geometry, computed with the ωB97M-V functional and the def2-TZVPD basis.

Last column: natural (NBO) charge in e.
Cartesian coordinates (Å):
O 0.9742 -2.1796 1.6822  -0.4248
N 0.2234 -1.4053 1.1214  0.3258
C -0.2059 -1.3707 -0.1081  0.1294
Cl 0.3004 -2.7829 -1.0272  0.0547
C -1.0937 -0.2260 -0.5805  -0.5088
C -0.2728 0.5675 -1.5155  -0.1849
C 0.7307 1.2329 -0.9947  -0.0332
N 0.7777 1.3851 0.4078  -0.5043
C 0.4407 0.9117 1.5122  0.3928
O -0.1493 -0.2724 1.9189  -0.3913
H -1.3422 0.4464 0.2662  0.2626
H -2.0809 -0.4560 -1.1022  0.2511
H -0.4240 0.7179 -2.6037  0.2281
H 1.3514 2.0066 -1.4172  0.2204
H 0.7702 1.4248 2.4403  0.1823

Energy relative to the best compared isomer or geometry (same formula, charge and spin)   147.9 kcal/mol
Highest occupied orbital energy   -9.093 eV
SMILES string   [O-]/[N+]1=C(\Cl)C/C=C\N=C/O1
Frontier orbital gap   9.42 eV
Max |F|   2.51 eV Å⁻¹
Calculated total energy   -24857.8316 eV
Net charge   0

---

(3)
One molecule with the formula C5H5ClN2O2 in a non-equilibrium geometry, computed with the ωB97M-V functional and the def2-TZVPD basis.

Last column: natural (NBO) charge in e.
Cartesian coordinates (Å):
C 1.4726 -0.2158 1.1831  -0.3562
C 0.3020 0.3115 1.4556  -0.0252
C 1.7851 -0.7983 -0.1140  0.1037
C -0.0743 -0.1573 -1.3532  -0.3365
C -1.0304 -0.1548 -0.1789  0.0437
N 1.2070 -0.7036 -1.1836  -0.3597
N -1.8800 0.9600 -0.0557  0.4481
O -1.3158 2.0067 -0.3844  -0.3976
O -3.0295 0.8630 0.3560  -0.3460
Cl -1.8083 -1.6579 0.2227  0.0486
H 2.4798 -0.1640 1.7891  0.2497
H -0.2618 0.8082 2.2842  0.2404
H 2.6881 -1.3598 -0.0542  0.1747
H -0.5066 -0.7335 -2.2777  0.2316
H -0.0281 0.9956 -1.6889  0.2806

Energy relative to the best compared isomer or geometry (same formula, charge and spin)   174.8 kcal/mol
Highest occupied orbital energy   -9.726 eV
Frontier orbital gap   8.70 eV
Max |F|   4.80 eV Å⁻¹
Calculated total energy   -24856.6648 eV
Net charge   0

---

(4)
One molecule with the formula C5H5ClN2O3 in a non-equilibrium geometry, computed with the ωB97M-V functional and the def2-TZVPD basis.

Last column: natural (NBO) charge in e.
Cartesian coordinates (Å):
O 3.1599 -1.8679 0.1189  -0.3453
N 2.2474 -1.4216 -0.5175  0.4986
O 1.4327 -2.0416 -1.1521  -0.3551
C 2.0190 0.0587 -0.4324  0.1463
Cl 3.5085 0.9083 -0.1266  0.0961
C 0.9057 0.1743 0.9803  -0.3866
C -0.4176 -0.3041 0.5282  -0.1925
C -0.7878 -0.2121 -0.7533  -0.2283
C 0.0516 0.3475 -1.7669  -0.0060
N 1.3342 0.5523 -1.6378  0.0787
O 2.0620 1.0709 -2.5087  -0.4798
H 0.9124 1.2257 1.2563  0.2412
H 1.3747 -0.4299 1.7493  0.2426
H -1.0777 -0.7014 1.2821  0.2256
H -1.7679 -0.5309 -1.0698  0.2330
H -0.3669 0.6467 -2.7149  0.2314

Energy relative to the best compared isomer or geometry (same formula, charge and spin)   63.0 kcal/mol
Highest occupied orbital energy (spin up / spin down)   -8.703 / -8.709 eV
SMILES string   O=[N+]([O-])[C@]1(Cl)CC=CC=[N+]1[O-]
Frontier orbital gap (spin up / spin down)   8.07 / 8.07 eV
Max |F|   4.00 eV Å⁻¹
Calculated total energy   -26904.7950 eV
Net charge   0

---

(5)
A 2-piece molecular cluster, C5H5ClNOP overall in a non-equilibrium geometry, computed with the ωB97M-V functional and the def2-TZVPD basis.

Last column: natural (NBO) charge in e.
Cartesian coordinates (Å):
C -1.4357 -1.2396 -0.3078  -0.1345
C -2.3523 -0.2703 0.0954  -0.2807
C -0.0457 -0.9225 -0.3240  -0.3161
C -1.9773 1.0062 0.1938  0.0342
C 0.1695 0.3773 0.0075  0.3125
N -0.6423 1.3273 0.0802  -0.4422
O 3.0424 -0.1415 0.1461  -0.8770
P 2.8386 1.2716 -0.4257  0.9599
Cl 4.8288 -0.9335 0.0339  -0.0621
H -1.7022 -2.3005 -0.4003  0.2302
H -3.3226 -0.4038 0.3840  0.2275
H 0.7150 -1.5478 -0.6296  0.2445
H -2.5993 1.9095 0.2876  0.2156
H 2.4832 1.8675 0.8589  -0.1118

Energy relative to the best compared isomer or geometry (same formula, charge and spin)   144.5 kcal/mol
Highest occupied orbital energy (spin up / spin down)   -8.586 / -8.460 eV
Frontier orbital gap (spin up / spin down)   7.18 / 7.09 eV
Max |F|   3.99 eV Å⁻¹
Calculated total energy   -30609.1527 eV
Net charge   0

---

(6)
C5H5ClO as an isolated structure in a non-equilibrium geometry, computed with the ωB97M-V functional and the def2-TZVPD basis.

Last column: natural (NBO) charge in e.
Cartesian coordinates (Å):
C 0.9586 -0.9746 -0.0703  -0.1349
C 0.2966 0.1903 -0.0049  -0.0657
C 1.0068 0.6796 -1.2659  0.5542
C 1.6310 -0.7107 -1.3902  -0.3032
C -0.6470 0.8763 0.9799  -0.6566
O 1.2795 1.6659 -1.8859  -0.4922
Cl 3.3821 -0.8187 -1.9063  -0.0536
H 0.8627 -1.8149 0.6041  0.2257
H 1.1138 -1.3313 -2.1413  0.2188
H -0.9640 1.8691 0.6851  0.2417
H -0.1106 0.8019 2.0035  0.2369
H -1.5549 0.4026 1.1235  0.2289

Energy relative to the best compared isomer or geometry (same formula, charge and spin)   23.7 kcal/mol
Highest occupied orbital energy   -9.849 eV
Frontier orbital gap   10.12 eV
Max |F|   2.88 eV Å⁻¹
Calculated total energy   -19833.9854 eV
Net charge   0

---

(7)
A 2-piece molecular cluster, C5H5ClO2 overall in a non-equilibrium geometry, computed with the ωB97M-V functional and the def2-TZVPD basis.

Last column: natural (NBO) charge in e.
Cartesian coordinates (Å):
C -1.9426 -0.4879 -0.4137  -0.3009
C -1.0079 0.4916 -0.3322  -0.2532
C -1.3034 -1.6810 -0.1696  0.0996
C 0.1686 -0.1099 0.0754  0.1623
C 1.4440 0.5198 0.2350  0.2130
O -0.0238 -1.4067 0.1775  -0.3730
O 1.5989 1.6907 -0.4613  -0.6569
Cl 2.7193 -0.5876 0.1156  0.0204
H -3.0291 -0.5304 -0.6505  0.2333
H -1.2002 1.4808 -0.5603  0.2308
H -1.7002 -2.6327 -0.2666  0.2042
H 1.8074 1.3224 2.4594  -0.0663
H 2.4690 1.9310 -0.2086  0.4868

Energy relative to the best compared isomer or geometry (same formula, charge and spin)   109.7 kcal/mol
Highest occupied orbital energy (spin up / spin down)   -9.117 / -7.523 eV
Frontier orbital gap (spin up / spin down)   8.63 / 6.92 eV
Max |F|   4.14 eV Å⁻¹
Calculated total energy   -21878.2903 eV
Net charge   0

---

(8)
One molecule with the formula C5H5F in a non-equilibrium geometry, computed with the ωB97M-V functional and the def2-TZVPD basis.

Last column: natural (NBO) charge in e.
Cartesian coordinates (Å):
C 2.3724 -0.9603 -0.1039  -0.4527
C 1.0830 -1.1646 0.1004  0.3377
F 0.5664 -2.3202 0.6407  -0.3257
C 0.1006 -0.2099 -0.1822  -0.1426
C -0.8488 0.5450 -0.0967  0.1058
C -2.0911 1.3290 0.0653  -0.6796
H 3.1115 -1.7476 0.0618  0.2152
H 2.7670 -0.1278 -0.7350  0.2263
H -2.2131 1.5193 1.0811  0.2390
H -2.9093 0.8530 -0.4149  0.2401
H -1.9386 2.2842 -0.4167  0.2364

Energy relative to the best compared isomer or geometry (same formula, charge and spin)   34.2 kcal/mol
Highest occupied orbital energy   -9.102 eV
SMILES string   C=C(F)C#CC
Frontier orbital gap   10.04 eV
Max |F|   2.89 eV Å⁻¹
Calculated total energy   -7980.7618 eV
Net charge   0

---

(9)
One molecule with the formula C5H5F2I in a non-equilibrium geometry, computed with the ωB97M-V functional and the def2-TZVPD basis.

Last column: natural (NBO) charge in e.
Cartesian coordinates (Å):
C 0.6826 -2.5414 0.3249  -0.5178
C 0.5975 -1.9531 1.5082  0.3548
C -1.0426 -0.0127 -0.8437  -0.2043
C -0.5490 1.1354 -1.1390  0.1272
C -0.3466 2.3629 -0.4670  -0.7017
F 1.0958 -2.3858 2.6770  -0.3116
F -0.0246 1.0860 -2.5183  -0.3575
I -1.1955 -0.4578 1.5404  0.3625
H 1.5334 -3.2263 0.1944  0.2392
H 0.0571 -2.0786 -0.4766  0.2841
H -1.2918 2.9229 -0.5370  0.2373
H -0.0941 2.2513 0.5491  0.2400
H 0.5778 2.8972 -0.8123  0.2477

Energy relative to the best compared isomer or geometry (same formula, charge and spin)   40.5 kcal/mol
Highest occupied orbital energy   -8.735 eV
Frontier orbital gap   7.77 eV
Max |F|   3.82 eV Å⁻¹
Calculated total energy   -18794.9195 eV
Net charge   0